[1]
{"formula": "C35H54F6N5O2Si2TeZr", "method": "wB97M-V/def2-TZVPD", "species": ["Zr", "C", "N", "C", "C", "C", "C", "C", "C", "C", "N", "C", "C", "C", "C", "C", "C", "N", "C", "C", "H", "H", "H", "H", "H", "H", "H", "H", "H", "H", "H", "H", "H", "H", "H", "H", "H", "H", "H", "H", "C", "Si", "C", "C", "N", "C", "C", "C", "C", "C", "C", "N", "Si", "C", "C", "C", "H", "H", "H", "H", "H", "H", "H", "H", "H", "H", "H", "H", "H", "H", "H", "H", "H", "H", "H", "H", "H", "H", "C", "C", "O", "C", "F", "F", "F", "C", "F", "F", "F", "H", "H", "H", "C", "O", "H", "H", "H", "C", "Te", "C", "H", "H", "H", "H", "H", "H"], "positions_angstrom": [[-0.4066, -0.3714, -0.5427], [2.2151, -1.4096, 3.6546], [1.6060, -0.2508, 3.0268], [1.4783, 0.8527, 3.9665], [2.3332, 0.2319, 1.8857], [3.7062, 0.0455, 1.7899], [4.4498, 0.6244, 0.7787], [3.8094, 1.4277, -0.1441], [2.4429, 1.6122, -0.0729], [1.6558, 1.0159, 0.9233], [0.2607, 1.2106, 0.9944], [-0.2022, 2.5030, 0.9429], [0.6247, 3.6454, 0.8174], [0.1226, 4.9100, 0.6015], [-1.2413, 5.1175, 0.5238], [-2.0729, 4.0677, 0.8836], [-1.5844, 2.8036, 1.1665], [-2.3936, 1.8443, 1.8769], [-3.8265, 1.9490, 1.6712], [-2.1387, 2.0272, 3.3006], [3.0836, -1.1591, 4.2797], [1.4750, -1.8957, 4.2850], [2.5097, -2.1001, 2.8736], [2.4567, 1.1461, 4.3810], [1.0573, 1.7079, 3.4411], [0.8192, 0.5657, 4.7851], [4.2197, -0.5453, 2.5331], [5.5173, 0.4666, 0.7237], [4.3765, 1.9135, -0.9246], [1.9570, 2.2302, -0.8129], [1.6949, 3.5344, 0.8957], [0.8025, 5.7413, 0.4800], [-1.6484, 6.0873, 0.2798], [-3.1308, 4.2663, 0.9877], [-4.2803, 2.8307, 2.1562], [-4.0566, 1.9864, 0.6108], [-4.2922, 1.0651, 2.1083], [-2.4265, 3.0406, 3.6313], [-2.7198, 1.2906, 3.8568], [-1.0837, 1.8658, 3.4993], [2.2747, 2.6254, -3.4728], [0.6996, 1.5332, -3.1436], [-0.5719, 2.8600, -2.5836], [0.1761, 0.9489, -4.9064], [0.9270, 0.2597, -2.0185], [2.0695, -0.5107, -1.9275], [3.1037, -0.4219, -2.8593], [4.3176, -1.0656, -2.6832], [4.5137, -1.8563, -1.5704], [3.4644, -2.0538, -0.6841], [2.2224, -1.4429, -0.8445], [1.1432, -1.7354, -0.0047], [0.7921, -3.4027, 0.2588], [1.7087, -4.2403, 1.7517], [1.3418, -4.5602, -1.1979], [-1.0191, -3.9627, 0.5957], [2.5319, 2.6501, -4.5279], [3.1358, 2.2427, -2.9396], [2.1269, 3.6543, -3.1567], [-1.4289, 2.8308, -3.2473], [-0.1600, 3.8654, -2.6261], [-0.9315, 2.6836, -1.5730], [0.1660, 1.7772, -5.6096], [-0.8186, 0.5177, -4.8966], [0.8601, 0.1958, -5.2891], [2.9515, 0.1781, -3.7430], [5.1005, -0.9284, -3.4169], [5.4647, -2.3440, -1.4072], [3.6059, -2.7030, 0.1683], [2.7716, -4.0178, 1.7644], [1.6149, -5.3191, 1.6652], [1.2853, -3.9506, 2.7082], [2.0863, -4.0699, -1.8196], [0.4964, -4.8165, -1.8291], [1.7794, -5.4875, -0.8380], [-1.2148, -4.0722, 1.6605], [-1.2049, -4.9247, 0.1239], [-1.7215, -3.2553, 0.1670], [-4.0896, 1.5506, -2.0461], [-3.2047, 0.2748, -1.9434], [-1.9106, 0.5529, -1.8148], [-3.5826, -0.5746, -3.2089], [-3.1038, -0.0147, -4.3250], [-4.9310, -0.6239, -3.3829], [-3.1927, -1.8428, -3.2265], [-3.6147, -0.5831, -0.6920], [-2.7089, -0.3020, 0.2914], [-4.8256, -0.3231, -0.1678], [-3.5802, -1.9071, -0.8259], [-4.0407, 1.9185, -3.0693], [-3.6498, 2.3097, -1.4034], [-5.1254, 1.3609, -1.7734], [-0.5357, -2.2417, -2.6802], [-1.1129, -1.9072, -1.4659], [-1.0027, -3.1614, -3.0664], [0.5464, -2.4213, -2.5915], [-0.6763, -1.4354, -3.4179], [-3.0445, -1.9877, 2.6068], [-0.9932, -1.1488, 2.4516], [-1.0470, -1.6061, 4.6373], [-3.6741, -1.3462, 3.2207], [-3.0175, -2.9715, 3.0639], [-3.4966, -2.0895, 1.6295], [-1.1309, -2.6760, 4.7941], [-1.9123, -1.1267, 5.0792], [-0.1723, -1.2533, 5.1637]], "lowdin_charge": [1.713, -0.115, -0.277, -0.081, -0.216, -0.037, -0.089, -0.077, -0.075, -0.292, -0.124, -0.259, -0.042, -0.113, -0.119, -0.056, -0.212, -0.229, -0.109, -0.113, 0.090, 0.053, 0.062, 0.098, 0.077, 0.071, 0.102, 0.102, 0.103, 0.088, 0.100, 0.095, 0.087, 0.099, 0.085, 0.062, 0.082, 0.095, 0.073, 0.050, -0.170, 0.494, -0.155, -0.165, -0.209, -0.340, -0.064, -0.110, -0.117, -0.077, -0.348, -0.242, 0.439, -0.188, -0.161, -0.220, 0.021, -0.005, 0.017, 0.021, 0.022, -0.003, 0.021, -0.004, 0.019, 0.081, 0.091, 0.091, 0.096, 0.005, 0.019, -0.001, 0.014, 0.013, 0.018, -0.005, 0.029, -0.016, 0.025, -0.434, -0.270, -0.547, 0.146, 0.126, 0.156, -0.516, -0.048, 0.142, 0.150, 0.092, 0.079, 0.086, -0.208, -0.489, 0.090, 0.066, 0.070, -0.376, 1.405, -0.342, -0.006, -0.006, -0.026, 0.002, -0.001, -0.032], "e_above_lowest_ev": 4.088, "homo_lumo_gap_ev": 6.4, "total_energy_ev": -89356.859, "charge": -1}


[2]
{"formula": "C35H54N4O6P2SSe4TeZr", "method": "wB97M-V/def2-TZVPD", "species": ["Zr", "C", "C", "C", "P", "C", "C", "C", "C", "C", "C", "C", "C", "C", "C", "N", "C", "C", "C", "C", "C", "C", "C", "P", "C", "C", "C", "C", "C", "C", "H", "H", "H", "H", "H", "H", "H", "H", "H", "H", "H", "H", "H", "H", "H", "H", "H", "H", "H", "H", "H", "H", "H", "H", "H", "H", "H", "H", "H", "H", "H", "H", "H", "H", "H", "H", "H", "H", "H", "H", "Se", "Se", "Te", "Se", "C", "C", "S", "O", "O", "C", "C", "N", "C", "N", "C", "C", "N", "O", "O", "C", "H", "H", "H", "H", "H", "H", "H", "H", "H", "H", "H", "H", "H", "O", "C", "O", "H", "Se"], "positions_angstrom": [[-0.0970, 1.3577, 0.2710], [-0.7770, 6.1866, -2.2583], [-0.6551, 5.1924, -1.0986], [-1.9164, 5.2361, -0.2375], [-0.1368, 3.4666, -1.4739], [-0.9209, 2.9474, -3.1000], [-2.3975, 3.3137, -3.2520], [-0.1359, 3.3136, -4.3579], [1.6165, 3.5476, -1.9286], [2.2865, 4.6835, -2.3633], [3.5633, 4.6335, -2.9057], [4.2852, 5.8821, -3.3377], [4.1325, 3.3726, -3.0488], [3.5111, 2.2327, -2.5719], [2.2674, 2.2928, -1.9105], [1.6498, 1.2069, -1.3064], [2.4209, 0.0463, -1.0940], [3.7254, 0.0510, -0.5893], [4.3705, -1.1292, -0.2745], [3.7539, -2.3669, -0.4358], [4.4318, -3.6381, 0.0011], [2.4528, -2.3777, -0.9160], [1.7868, -1.1990, -1.2377], [-0.0002, -0.9944, -1.4472], [-0.2261, -0.6521, -3.2518], [0.5636, -1.5277, -4.2226], [-1.7095, -0.5606, -3.6064], [-0.7647, -2.6437, -1.0518], [-0.5353, -3.8021, -2.0198], [-2.2595, -2.4826, -0.7545], [-0.7501, 7.1966, -1.8383], [-1.7232, 6.0827, -2.7869], [0.0236, 6.1111, -2.9920], [0.1685, 5.5382, -0.4635], [-2.7901, 4.8563, -0.7703], [-2.1038, 6.2720, 0.0593], [-1.8042, 4.6468, 0.6706], [-0.9069, 1.8628, -2.9900], [-2.5386, 4.3674, -3.4867], [-2.9622, 3.0588, -2.3570], [-2.8161, 2.7366, -4.0835], [-0.1069, 4.3951, -4.5120], [-0.6250, 2.8673, -5.2311], [0.8943, 2.9578, -4.3218], [1.8111, 5.6492, -2.2536], [3.6874, 6.7672, -3.1176], [4.4962, 5.8769, -4.4113], [5.2392, 5.9937, -2.8165], [5.1057, 3.2748, -3.5226], [4.0124, 1.2823, -2.6868], [4.2091, 0.9969, -0.3846], [5.3646, -1.0852, 0.1580], [5.5138, -3.5751, -0.1265], [4.0732, -4.4977, -0.5685], [4.2384, -3.8346, 1.0592], [1.9393, -3.3300, -1.0081], [0.2166, 0.3461, -3.3175], [0.1703, -2.5418, -4.2885], [1.6146, -1.5840, -3.9342], [0.5111, -1.0887, -5.2237], [-2.1638, -1.5538, -3.6561], [-1.8341, -0.0915, -4.5871], [-2.2605, 0.0285, -2.8674], [-0.2612, -2.8955, -0.1159], [-1.0710, -3.6432, -2.9570], [-0.9176, -4.7290, -1.5804], [0.5195, -3.9484, -2.2534], [-2.8264, -2.3151, -1.6730], [-2.4572, -1.6257, -0.1139], [-2.6486, -3.3924, -0.2837], [-0.7070, 2.9640, 2.6151], [-0.4713, 1.8213, 4.6253], [1.5296, 6.2423, 1.8298], [1.3618, 3.6982, 1.7129], [-3.8025, -6.4743, 6.8830], [-3.3898, -5.2490, 6.0811], [-1.6111, -5.1983, 5.9412], [-1.1964, -6.2641, 5.0565], [-1.0658, -5.1417, 7.2756], [-1.2950, -3.6471, 5.1393], [-1.7057, -3.6740, 3.6686], [-1.7436, -2.3362, 3.1130], [-0.7607, -1.7410, 2.3946], [-1.1063, -0.5198, 2.0139], [-2.3449, -0.2872, 2.5144], [-2.7661, -1.3961, 3.1920], [-3.9665, -1.5685, 3.9021], [-4.0930, -2.5803, 4.6078], [-4.8034, -0.6911, 3.8377], [0.5583, -2.3798, 2.1648], [-4.8886, -6.5075, 6.9646], [-3.3776, -6.4389, 7.8849], [-3.4647, -7.3888, 6.3956], [-3.6965, -4.3157, 6.5515], [-3.7908, -5.2709, 5.0690], [-0.2263, -3.4609, 5.2578], [-1.8493, -2.8910, 5.6937], [-2.6894, -4.1164, 3.5472], [-0.9952, -4.2664, 3.0999], [-2.8694, 0.6383, 2.3555], [1.1901, -2.2635, 3.0471], [1.0831, -1.8580, 1.3699], [0.4696, -3.4401, 1.9231], [2.8520, -0.5669, 2.7866], [2.1362, 0.3874, 2.5242], [1.4262, 0.5113, 1.4461], [2.0480, 1.2374, 3.2166], [-2.5056, 1.4111, -0.2872]], "lowdin_charge": [0.804, -0.112, -0.571, -0.138, 0.943, -0.530, -0.146, -0.103, -0.331, -0.055, -0.293, -0.068, -0.062, -0.041, -0.313, -0.121, -0.343, -0.032, -0.039, -0.285, -0.062, -0.065, -0.312, 1.051, -0.530, -0.104, -0.130, -0.520, -0.116, -0.126, 0.080, 0.056, 0.046, -0.045, 0.062, 0.077, 0.005, 0.030, 0.053, -0.020, 0.072, 0.067, 0.071, 0.066, 0.092, 0.069, 0.067, 0.071, 0.104, 0.097, 0.124, 0.112, 0.068, 0.067, 0.078, 0.091, 0.074, 0.051, 0.070, 0.074, 0.060, 0.076, 0.018, 0.064, 0.060, 0.076, 0.056, 0.063, 0.016, 0.075, -0.175, -0.159, -0.053, -0.218, -0.121, -0.306, 0.640, -0.321, -0.320, -0.201, -0.150, 0.054, -0.298, 0.056, -0.141, -0.142, -0.328, 0.010, 0.094, 0.004, 0.074, 0.073, 0.075, 0.101, 0.094, 0.120, 0.110, 0.112, 0.116, 0.050, 0.094, 0.056, 0.083, -0.020, -0.529, -0.368, 0.054, 0.035], "e_above_lowest_ev": 0.000, "homo_lumo_gap_ev": 5.1, "total_energy_ev": -354794.125, "charge": -2}


charge of number 2 (C35H54N4O6P2SSe4TeZr)? -2


Which value of charge does entry 1 give? -1


The lowest charge belongs to which entry? C35H54N4O6P2SSe4TeZr


Which formula does entry 2 have? C35H54N4O6P2SSe4TeZr